{"formula": "C17H42ClIOP3Tl", "method": "wB97M-V/def2-TZVPD", "elements": ["C", "C", "H", "H", "H", "O", "I", "Tl", "P", "C", "C", "H", "H", "H", "H", "H", "H", "C", "H", "H", "H", "P", "C", "C", "H", "H", "H", "C", "H", "H", "H", "H", "H", "H", "Cl", "C", "C", "C", "P", "C", "C", "C", "C", "C", "C", "H", "H", "H", "H", "H", "H", "H", "H", "H", "H", "H", "H", "H", "H", "H", "H", "H", "H", "H", "H", "H"], "xyz": [[-6.3343, -0.3860, -5.6152], [-5.8884, -0.5139, -4.1779], [-7.4004, -0.6316, -5.6887], [-5.7533, -1.0754, -6.2410], [-6.1689, 0.6432, -5.9589], [-6.5197, -0.8211, -3.2117], [-3.7122, -0.0318, -3.9456], [-2.3512, -0.2059, -1.1022], [-1.4280, 2.6645, -0.5698], [-1.8133, 3.4362, 1.0541], [-0.2188, 3.8930, -1.2172], [-0.6831, 4.8921, -1.2436], [-2.9620, 4.3230, -1.4301], [0.0706, 3.5794, -2.2220], [-2.7887, 2.9256, -2.5616], [-0.9570, 3.2797, 1.7286], [0.6727, 3.9092, -0.5765], [-2.9036, 3.2293, -1.5136], [-1.9953, 4.5153, 0.9295], [-3.8114, 2.7682, -1.1033], [-2.6958, 2.9557, 1.4855], [-0.3240, -2.3631, -1.3894], [-0.3188, -3.7653, -0.2051], [-1.3572, -3.1485, -2.6920], [1.3979, -1.7779, -2.9657], [1.5064, -3.5272, -2.5253], [2.1072, -2.2478, -1.4007], [1.3412, -2.5059, -2.1500], [-1.3975, -2.4895, -3.5679], [-0.9139, -4.1195, -2.9539], [-0.0385, -4.6899, -0.7387], [-1.3355, -3.8806, 0.2008], [-2.3755, -3.2947, -2.3085], [0.3717, -3.5825, 0.6205], [-0.1205, 0.6433, -2.6075], [-0.5155, -1.3299, 3.0070], [0.6056, -0.2748, 2.9964], [1.4582, -0.4047, 4.2584], [1.4821, -0.2460, 1.3365], [1.9237, 1.5469, 1.0782], [2.4252, 2.2652, 2.3375], [2.8861, 1.7071, -0.1076], [3.1462, -1.1058, 1.4939], [4.2364, -0.4718, 2.3629], [2.9401, -2.5951, 1.8109], [-0.1156, -2.3529, 3.0423], [-1.1863, -1.2449, 2.1457], [-1.1151, -1.1811, 3.9194], [0.1285, 0.7207, 3.0143], [1.9791, -1.3695, 4.3174], [2.1804, 0.4114, 4.3827], [0.7778, -0.3531, 5.1232], [0.9527, 1.9810, 0.7797], [3.3609, 1.8342, 2.7046], [2.6343, 3.3144, 2.0852], [1.6903, 2.2545, 3.1470], [2.4104, 1.3691, -1.0376], [3.1387, 2.7727, -0.2213], [3.8155, 1.1512, 0.0502], [3.5011, -1.0429, 0.4491], [3.9441, -0.3795, 3.4139], [5.1139, -1.1324, 2.3305], [4.5769, 0.5011, 1.9906], [2.5134, -3.1230, 0.9477], [3.9183, -3.0524, 2.0241], [2.2917, -2.7692, 2.6819]], "charge": 2, "homo_energy_ev": [-13.85, -13.95]}


{"formula": "C17H42F12N10O27S12", "method": "wB97M-V/def2-TZVPD", "elements": ["C", "C", "O", "N", "H", "H", "C", "H", "H", "H", "H", "H", "H", "C", "C", "O", "N", "H", "H", "C", "H", "H", "H", "H", "H", "H", "C", "C", "O", "N", "H", "H", "C", "H", "H", "H", "H", "H", "H", "C", "C", "C", "N", "C", "C", "C", "C", "C", "H", "H", "H", "H", "H", "H", "H", "H", "H", "H", "H", "H", "H", "H", "H", "H", "H", "H", "N", "S", "O", "O", "F", "S", "O", "O", "F", "N", "S", "O", "O", "F", "S", "O", "O", "F", "N", "S", "O", "O", "F", "S", "O", "O", "F", "N", "S", "O", "O", "F", "S", "O", "O", "F", "N", "S", "O", "O", "F", "S", "O", "O", "F", "N", "S", "O", "O", "F", "S", "O", "O", "F"], "xyz": [[-14.1224, 26.2006, 16.0719], [-14.1770, 26.6222, 17.5285], [-13.6173, 26.1020, 18.4488], [-15.0937, 27.8472, 17.7886], [-15.3573, 28.1714, 16.8690], [-15.9018, 27.5241, 18.3011], [-14.3215, 28.8241, 18.7166], [-13.4180, 25.3997, 15.8473], [-13.8648, 26.9887, 15.3643], [-15.0933, 25.7834, 15.8046], [-14.5354, 28.7016, 19.7784], [-14.7558, 29.8000, 18.4995], [-13.2957, 28.9760, 18.3810], [-13.6620, 16.5994, 21.9747], [-13.1760, 17.7874, 22.7406], [-12.1807, 17.6235, 23.3980], [-14.1915, 18.9340, 23.0973], [-13.6716, 19.7970, 23.0273], [-14.9508, 19.0265, 22.4377], [-14.7464, 18.9016, 24.5132], [-13.7155, 16.8164, 20.9078], [-14.7064, 16.2949, 22.0419], [-13.0133, 15.7378, 22.1324], [-15.4433, 19.7395, 24.5326], [-13.8826, 19.0805, 25.1535], [-15.1305, 17.9028, 24.7206], [-13.0141, 21.0061, 17.4137], [-11.8284, 20.2411, 16.8916], [-10.8056, 19.9611, 17.5085], [-11.9100, 19.8255, 15.3867], [-12.8915, 19.7041, 15.1817], [-11.6226, 20.7580, 15.1262], [-11.0194, 18.4757, 15.0767], [-13.6472, 21.3623, 16.6011], [-12.7404, 21.9498, 17.8855], [-13.4141, 20.2551, 18.0949], [-9.9572, 18.6612, 14.9175], [-11.5686, 18.0618, 14.2310], [-11.1539, 17.7712, 15.8975], [-16.6894, 22.3011, 17.2518], [-16.5263, 23.2118, 18.4891], [-15.7838, 22.5266, 19.6757], [-16.2825, 23.2647, 21.0013], [-15.9245, 24.7492, 21.0718], [-15.7090, 22.5559, 22.2610], [-16.6802, 22.9253, 23.4027], [-17.9678, 23.2726, 22.7546], [-17.8173, 23.2706, 21.2703], [-17.5304, 22.7800, 16.7504], [-17.0359, 21.3548, 17.6672], [-15.8704, 22.2062, 16.5388], [-17.4481, 23.5782, 18.9411], [-16.1442, 24.2201, 18.3296], [-14.6962, 22.5632, 19.6132], [-16.0249, 21.4637, 19.6632], [-16.3542, 25.3036, 20.2375], [-14.8516, 24.8639, 20.9169], [-16.1801, 25.1823, 22.0389], [-14.6651, 22.8544, 22.3570], [-15.6947, 21.5082, 21.9603], [-16.2962, 23.8178, 23.8967], [-16.6442, 22.0645, 24.0704], [-18.3145, 24.2712, 23.0205], [-18.6815, 22.6301, 23.2701], [-18.3571, 24.1360, 20.8857], [-18.1409, 22.3017, 20.8901], [-16.2054, 19.2052, 21.3525], [-17.6674, 19.0175, 21.6289], [-18.1817, 17.6416, 21.7473], [-18.5872, 20.0178, 21.0636], [-17.5634, 19.5406, 23.1861], [-16.3006, 18.3148, 19.9189], [-17.3540, 18.7281, 18.9795], [-16.1172, 16.8736, 20.1482], [-14.9420, 18.7163, 19.2427], [-19.3832, 20.4779, 27.8778], [-19.8531, 19.2822, 27.2027], [-19.0176, 18.0530, 27.3505], [-20.5846, 19.3974, 25.9435], [-21.1164, 18.9706, 28.1386], [-18.3660, 20.7970, 26.5800], [-18.9172, 21.4815, 25.4477], [-17.2056, 19.9565, 26.3798], [-17.5998, 22.0542, 27.2842], [-14.3499, 19.2729, 14.3501], [-14.5048, 19.0906, 12.9001], [-14.9700, 20.1466, 12.0423], [-14.4458, 17.7708, 12.3672], [-12.8846, 19.2798, 12.6473], [-16.0638, 19.2505, 14.5761], [-16.6646, 17.9287, 14.4860], [-16.8614, 20.4376, 14.2931], [-15.7597, 19.4663, 16.1565], [-17.5997, 27.2864, 19.0842], [-18.4500, 27.7210, 20.2916], [-19.1909, 26.7687, 21.1299], [-19.0324, 29.0742, 20.2419], [-17.1285, 28.0071, 21.2405], [-18.9508, 26.5242, 18.4224], [-20.1255, 27.3760, 18.0533], [-19.2404, 25.1592, 18.8561], [-18.3007, 26.3348, 16.9806], [-21.1441, 24.0312, 13.5027], [-20.0847, 24.5472, 14.5233], [-18.7931, 23.9700, 14.6385], [-20.5713, 25.1090, 15.7612], [-19.7580, 25.8333, 13.6820], [-21.4001, 22.6869, 14.4702], [-22.3329, 22.7788, 15.6320], [-20.3345, 21.6236, 14.6440], [-22.5896, 22.1211, 13.5612], [-12.7102, 21.0764, 22.4179], [-11.3832, 20.8990, 21.6475], [-10.4187, 19.9744, 22.1280], [-10.9729, 22.0054, 20.8029], [-11.9721, 19.9895, 20.5140], [-11.9317, 21.6996, 23.8269], [-11.0495, 22.8694, 23.5966], [-11.4149, 20.7507, 24.7840], [-13.2034, 22.4290, 24.5483]], "de_lowest_ev": 11.8969, "charge": -2, "homo_energy_ev": -5.41}


{"formula": "C17H45AlBClO18PS4", "method": "wB97M-V/def2-TZVPD", "elements": ["C", "C", "C", "Cl", "C", "O", "B", "O", "O", "O", "Al", "O", "C", "P", "O", "H", "H", "H", "H", "H", "H", "H", "H", "H", "H", "H", "H", "H", "O", "S", "O", "O", "C", "C", "C", "H", "H", "H", "H", "H", "H", "H", "H", "O", "S", "O", "O", "C", "C", "C", "H", "H", "H", "H", "H", "H", "H", "H", "O", "S", "O", "O", "C", "C", "C", "H", "H", "H", "H", "H", "H", "H", "H", "O", "S", "O", "O", "C", "C", "C", "H", "H", "H", "H", "H", "H", "H", "H"], "xyz": [[3.7123, -0.4715, -1.5943], [2.4786, -1.3736, -1.5325], [1.6650, -1.1552, -0.2641], [2.5870, -1.7606, 1.1441], [0.1970, -1.7339, -0.2182], [-0.6230, -0.7101, 0.4376], [-0.6956, 0.5710, 0.0121], [-1.1977, 1.5291, 0.8806], [-0.2392, 1.0131, -1.2275], [0.1233, -2.8434, 0.5222], [0.2148, -4.3585, -0.4447], [-0.1209, -3.3971, -1.9470], [-0.4189, -2.0824, -1.6082], [-2.2406, -1.9729, -1.6446], [-3.0807, -2.7290, -0.6873], [4.1298, -0.3015, -0.6010], [3.4534, 0.5018, -2.0182], [4.4877, -0.9045, -2.2254], [2.7573, -2.4261, -1.5899], [1.8467, -1.1280, -2.3823], [1.6109, -0.0849, -0.0683], [-1.1544, 1.1727, 1.7822], [-0.9271, 1.4092, -1.7760], [-0.8719, -5.4757, -0.0786], [1.7428, -4.8521, -0.5347], [-0.0927, -1.4092, -2.4123], [-2.5434, -0.5830, -1.6657], [-2.4468, -2.3205, -2.9944], [-3.3514, 6.8082, -0.7243], [-3.9685, 6.5063, 0.5316], [-3.7920, 7.4192, 1.6213], [-3.5845, 5.0467, 0.9749], [-2.1728, 4.6686, 0.9761], [-1.4325, 5.2372, 2.1665], [-5.6890, 6.2203, 0.2991], [-1.7164, 4.9778, 0.0352], [-2.1842, 3.5835, 1.0107], [-1.3454, 6.3215, 2.1106], [-0.4295, 4.8103, 2.1948], [-1.9461, 4.9864, 3.0949], [-5.8168, 5.5091, -0.5119], [-6.1320, 7.1808, 0.0459], [-6.1051, 5.8401, 1.2278], [0.3742, -6.6990, -4.4677], [-0.0381, -7.5709, -3.4097], [0.8399, -7.8162, -2.3117], [-0.4286, -8.9818, -4.0668], [0.5495, -9.5664, -4.9521], [1.6966, -10.2205, -4.2107], [-1.6237, -7.1191, -2.8179], [0.9017, -8.7980, -5.6418], [-0.0166, -10.2997, -5.5245], [2.3068, -9.4824, -3.6940], [2.3246, -10.7595, -4.9222], [1.3187, -10.9240, -3.4686], [-2.2859, -6.9803, -3.6678], [-1.4920, -6.1900, -2.2626], [-1.9786, -7.9017, -2.1533], [2.9131, 4.2958, -2.0745], [1.9976, 4.5796, -1.0102], [0.6732, 5.0156, -1.3380], [2.6726, 5.6448, -0.0377], [3.2175, 6.8378, -0.6488], [2.1491, 7.8467, -1.0113], [1.9093, 3.2535, 0.1228], [3.8128, 6.5457, -1.5147], [3.8932, 7.2329, 0.1074], [1.5128, 7.4822, -1.8154], [2.6259, 8.7731, -1.3351], [1.5151, 8.0582, -0.1504], [2.9127, 2.9471, 0.4062], [1.3821, 2.4445, -0.3801], [1.3411, 3.5835, 0.9887], [0.1942, 1.8231, 4.7168], [0.5092, 0.7177, 5.5745], [1.7798, 0.0789, 5.4440], [-0.6585, -0.3382, 5.5017], [-1.0995, -0.7722, 4.1771], [-0.1927, -1.7889, 3.5353], [0.2774, 1.1872, 7.2552], [-1.2199, 0.1192, 3.5597], [-2.0897, -1.1821, 4.3640], [0.7814, -1.3742, 3.2845], [-0.6438, -2.1470, 2.6079], [-0.0348, -2.6387, 4.2005], [-0.6982, 1.6532, 7.3584], [1.0707, 1.8929, 7.4913], [0.3603, 0.2987, 7.8748]], "charge": -1, "homo_energy_ev": -5.64}


{"formula": "C17H45InO3P", "method": "wB97M-V/def2-TZVPD", "elements": ["C", "C", "P", "C", "C", "In", "C", "H", "H", "H", "H", "H", "H", "H", "H", "H", "H", "H", "H", "H", "H", "H", "C", "C", "O", "C", "C", "H", "H", "H", "H", "H", "H", "H", "H", "H", "H", "C", "C", "O", "C", "C", "H", "H", "H", "H", "H", "H", "H", "H", "H", "H", "C", "C", "O", "C", "C", "H", "H", "H", "H", "H", "H", "H", "H", "H", "H"], "xyz": [[1.7583, -1.8702, 2.0100], [1.4796, -1.6922, 0.5201], [-0.2373, -1.1027, 0.0835], [-0.4981, 0.2173, 1.3709], [-1.7041, 1.1000, 1.0433], [-1.6913, -3.1269, 0.6869], [-3.3889, -2.4519, 1.9560], [1.8045, -0.9079, 2.5232], [0.9664, -2.4623, 2.4706], [2.7098, -2.3803, 2.1854], [1.5687, -2.6678, 0.0368], [2.2117, -1.0110, 0.0767], [-0.6178, -0.2068, 2.3716], [0.4082, 0.8326, 1.3839], [-2.6284, 0.6588, 1.4145], [-1.6067, 2.0856, 1.5086], [-1.8019, 1.2420, -0.0338], [-0.6999, -4.3509, 1.5307], [-2.2781, -3.8671, -0.8218], [-3.4511, -1.3635, 1.9949], [-4.3196, -2.8283, 1.5280], [-3.2875, -2.8370, 2.9707], [0.0967, 2.4306, 4.3518], [-0.9280, 1.5959, 5.0999], [-0.4510, 0.3321, 5.5216], [0.6759, 0.3405, 6.3703], [0.4608, 1.0733, 7.6851], [0.4667, 1.8818, 3.4851], [-0.3641, 3.3567, 4.0052], [0.9489, 2.6991, 4.9791], [-1.7657, 1.3652, 4.4416], [-1.3309, 2.1608, 5.9511], [1.5528, 0.7445, 5.8499], [0.8804, -0.7126, 6.5640], [0.2765, 2.1384, 7.5367], [1.3490, 0.9755, 8.3114], [-0.3903, 0.6519, 8.2219], [-2.7324, 4.7863, -4.2723], [-1.3387, 4.3143, -4.6540], [-0.4765, 4.1037, -3.5566], [-0.9038, 3.1232, -2.6163], [-1.1030, 1.7368, -3.1954], [-2.6776, 5.7012, -3.6805], [-3.3135, 4.9891, -5.1735], [-3.2728, 4.0374, -3.6927], [-0.8428, 5.0802, -5.2529], [-1.4041, 3.4133, -5.2757], [-1.8146, 3.4575, -2.1058], [-0.1131, 3.0981, -1.8671], [-1.9029, 1.7063, -3.9379], [-1.3567, 1.0412, -2.3947], [-0.1858, 1.3816, -3.6671], [1.7288, -1.4389, -3.3931], [3.1411, -1.9878, -3.4794], [3.2525, -3.3739, -3.1995], [2.4512, -4.2292, -3.9886], [2.7405, -4.1512, -5.4792], [1.2861, -1.6327, -2.4165], [1.7431, -0.3594, -3.5498], [1.0740, -1.8737, -4.1508], [3.7716, -1.5103, -2.7286], [3.5817, -1.7597, -4.4599], [1.3878, -4.0498, -3.7968], [2.6742, -5.2316, -3.6217], [2.5059, -3.1683, -5.8905], [2.1328, -4.8853, -6.0105], [3.7928, -4.3619, -5.6781]], "charge": -1, "homo_energy_ev": -3.51}


{"formula": "C17H45N14O18", "method": "wB97M-V/def2-TZVPD", "elements": ["C", "C", "C", "C", "N", "C", "C", "N", "C", "C", "N", "N", "N", "H", "H", "H", "H", "H", "H", "H", "H", "H", "H", "H", "H", "H", "H", "H", "H", "H", "H", "C", "N", "O", "O", "H", "H", "H", "C", "N", "O", "O", "H", "H", "H", "C", "N", "O", "O", "H", "H", "H", "C", "N", "O", "O", "H", "H", "H", "C", "N", "O", "O", "H", "H", "H", "C", "N", "O", "O", "H", "H", "H", "C", "N", "O", "O", "H", "H", "H", "C", "N", "O", "O", "H", "H", "H", "C", "N", "O", "O", "H", "H", "H"], "xyz": [[3.3451, 1.1403, 4.1975], [3.9825, 1.1491, 2.6857], [2.9073, 1.9944, 1.7231], [3.1737, 3.5976, 2.1119], [4.3867, 4.2390, 1.4541], [4.3459, 5.6483, 2.0646], [3.0366, 5.7587, 3.0841], [2.3388, 4.4134, 3.0749], [1.1180, 4.0820, 3.9059], [-0.2516, 4.1435, 3.0067], [-0.3704, 3.0752, 1.9423], [-0.4168, 5.4884, 2.2994], [-1.4444, 3.9537, 3.9481], [3.3591, 2.2101, 4.7254], [4.0362, 0.4580, 4.8849], [2.2382, 0.7581, 4.2463], [4.1840, 0.0921, 2.2244], [4.9482, 1.8407, 2.7321], [1.8401, 1.6229, 2.0407], [3.0594, 1.7713, 0.5804], [5.0799, 3.8375, 0.7745], [5.0949, 6.5336, 1.8915], [2.7382, 6.7106, 3.6998], [1.0151, 4.9446, 4.7243], [1.2328, 3.0811, 4.5443], [0.2762, 3.2355, 1.1391], [-0.3134, 2.1061, 2.3247], [0.4008, 5.6410, 1.6539], [-1.2684, 5.3546, 1.6763], [-1.0325, 4.1273, 4.9103], [-1.6736, 2.9358, 3.8625], [1.8070, 0.1090, -2.1751], [2.3034, -0.4501, -0.8888], [1.5978, -1.2983, -0.3305], [3.3874, -0.0218, -0.4760], [0.8483, -0.3554, -2.4157], [1.6910, 1.1867, -2.0430], [2.5496, -0.1195, -2.9422], [1.0006, -4.0548, -4.2588], [1.2836, -2.7876, -3.5322], [0.4321, -1.8937, -3.6007], [2.3525, -2.7262, -2.9137], [0.0319, -3.9685, -4.7555], [1.7977, -4.2000, -4.9908], [0.9860, -4.8607, -3.5223], [-2.1344, -6.2903, -1.4329], [-0.8594, -5.9460, -2.1181], [-0.8448, -6.0113, -3.3528], [0.0907, -5.6199, -1.3972], [-2.8794, -6.5567, -2.1857], [-1.9351, -7.1360, -0.7716], [-2.4531, -5.4114, -0.8689], [-0.6288, 0.5034, -6.7454], [0.6202, -0.3047, -6.7742], [0.5350, -1.4633, -7.1977], [1.6507, 0.2470, -6.3709], [-1.4520, -0.1048, -7.1262], [-0.8106, 0.7922, -5.7082], [-0.4700, 1.3781, -7.3793], [-6.3288, -4.4898, -0.2573], [-5.0798, -5.2979, -0.2860], [-5.1650, -6.4565, -0.7096], [-4.0493, -4.7462, 0.1173], [-7.1520, -5.0980, -0.6381], [-6.5106, -4.2010, 0.7799], [-6.1700, -3.6151, -0.8912], [-3.9188, -1.9239, -8.9278], [-4.2187, -1.5424, -7.5213], [-3.3507, -0.9094, -6.9092], [-5.3171, -1.8891, -7.0716], [-2.9244, -1.5561, -9.1893], [-3.9551, -3.0135, -8.9886], [-4.6792, -1.4651, -9.5630], [0.8968, 7.8055, 6.0855], [0.5576, 7.1110, 7.3568], [0.2882, 5.9061, 7.2889], [0.5715, 7.7949, 8.3868], [0.8453, 7.0864, 5.2652], [0.1680, 8.6060, 5.9427], [1.9087, 8.2031, 6.1870], [-7.2440, -8.4086, -4.1453], [-6.1257, -7.6901, -3.4769], [-6.2551, -6.4717, -3.3104], [-5.1497, -8.3695, -3.1382], [-8.0310, -7.6910, -4.3866], [-6.8462, -8.8647, -5.0541], [-7.6122, -9.1653, -3.4495], [5.4231, 2.2167, 7.5809], [5.7554, 1.0009, 6.7902], [5.9082, 1.1426, 5.5714], [5.8535, -0.0613, 7.4155], [5.3688, 3.0733, 6.9057], [4.4583, 2.0434, 8.0621], [6.2156, 2.3567, 8.3188]], "charge": 1, "homo_energy_ev": -12.26}


| no. | E_tot (Ha) |
| --- | --- |
| 1 | -2702.01149 |
| 2 | -9228.18672 |
| 3 | -4690.91941 |
| 4 | -1431.83186 |
| 5 | -2794.29854 |